Entry 1:
Here is C53H68BCsGeN7O4P2S2Si3Te as an isolated structure at a distorted geometry from the OMol25 dataset. Energies are from ωB97M-V/def2-TZVPD.

Each line ends with the Mulliken spin population.
Geometry (Å):
Cs (-0.158, 0.171, -1.008)  0.035
Te (-3.551, 3.066, 3.058)  0.000
Ge (3.806, -1.837, -1.564)  0.686
S (1.406, 3.582, -2.345)  0.001
S (-2.436, 3.354, -5.959)  0.000
P (-1.039, 0.970, 2.381)  -0.003
P (-3.508, 0.788, 0.657)  0.001
Si (4.270, -3.870, -0.446)  0.057
Si (4.896, -0.026, -0.496)  0.043
Si (3.796, -2.143, -3.913)  -0.012
O (0.680, -1.958, -2.270)  0.013
O (-1.070, -6.915, 0.091)  0.000
O (-0.254, -3.888, -2.908)  -0.001
O (-1.007, -6.032, -1.958)  0.000
N (-5.616, 1.084, 7.081)  0.000
N (2.391, 3.714, -4.864)  0.000
N (-0.038, -4.663, 1.234)  -0.002
N (0.564, -2.716, 0.414)  -0.065
N (0.521, 4.809, -4.650)  0.000
N (-1.754, 4.477, -3.544)  0.000
N (-3.112, 2.782, -3.380)  0.000
C (2.109, 4.274, -6.098)  0.000
C (-0.691, 0.762, 7.007)  0.000
C (6.062, -4.378, -0.785)  0.067
C (0.482, 4.486, 0.815)  0.000
C (-0.229, -4.751, -0.118)  -0.013
C (-3.478, -1.761, -0.451)  0.000
C (0.942, 4.937, -5.953)  0.000
C (-2.723, 1.402, 2.157)  0.000
C (-4.449, 2.188, 4.766)  0.000
C (-7.200, 0.423, 2.502)  0.000
C (1.412, 4.053, -3.979)  -0.001
C (4.744, 1.582, -1.443)  -0.002
C (-4.758, 0.398, 6.323)  0.000
C (1.398, 2.337, 2.295)  0.001
C (-7.494, 1.758, 0.527)  0.000
C (-2.425, 3.553, -4.275)  0.000
C (-3.224, -3.850, 0.709)  0.000
C (-0.972, -0.289, 4.867)  0.000
C (5.571, -2.051, -4.558)  0.059
C (2.281, 3.329, 1.898)  -0.001
C (-0.572, 2.066, 4.985)  0.000
C (-2.028, 4.276, -2.210)  0.000
C (-0.402, 3.494, 1.224)  0.000
C (4.095, -3.630, 1.418)  0.009
C (-0.810, 0.931, 4.211)  0.000
C (-3.331, -1.053, 0.740)  0.000
C (-5.886, 2.327, 6.679)  0.000
C (0.041, 2.408, 1.972)  -0.003
C (3.112, -3.845, -4.302)  0.003
C (-0.517, 1.982, 6.370)  0.000
C (1.823, 4.408, 1.151)  0.000
C (-2.869, 3.232, -2.091)  0.001
C (-0.801, -6.000, -0.672)  0.002
C (-5.308, 0.875, 1.070)  0.000
C (-3.059, -3.154, 1.901)  -0.001
C (0.418, -3.419, 1.515)  0.038
C (-6.142, 1.612, 0.236)  0.000
C (-4.161, 0.894, 5.177)  0.000
C (-3.103, -1.768, 1.913)  0.000
C (4.191, 0.164, 1.234)  0.031
C (3.200, -5.321, -1.003)  0.005
C (-8.023, 1.166, 1.662)  0.000
C (-3.427, -3.149, -0.471)  -0.002
C (-5.338, 2.916, 5.552)  0.000
C (0.696, -2.938, 2.894)  -0.002
C (0.164, -3.536, -0.616)  0.068
C (2.771, -0.864, -4.814)  0.014
C (-5.856, 0.277, 2.203)  0.000
C (-0.916, -0.380, 6.250)  0.000
C (0.199, -3.080, -2.043)  -0.077
C (3.569, 2.969, -4.503)  0.004
C (6.735, -0.425, -0.305)  0.055
C (-3.917, 1.635, -3.720)  0.000
B (-0.750, 5.529, -4.077)  0.000
H (-3.371, 0.704, -3.545)  0.000
H (3.708, 1.894, -1.598)  -0.005
H (3.947, -4.591, 1.920)  -0.001
H (-0.158, -3.131, 3.546)  0.000
H (4.435, -0.708, 1.845)  -0.003
H (2.513, 5.163, 0.797)  0.000
H (-0.347, 2.879, 6.955)  0.000
H (-1.562, 4.887, -1.460)  0.000
H (-7.606, -0.035, 3.396)  0.000
H (3.105, 0.263, 1.208)  -0.008
H (-1.446, 3.545, 0.930)  0.000
H (-4.167, 1.704, -4.776)  0.000
H (1.571, -3.430, 3.323)  0.001
H (2.781, -5.848, -0.142)  -0.003
H (1.762, 1.492, 2.871)  0.002
H (-2.892, -3.698, 2.825)  0.000
H (-8.128, 2.343, -0.129)  0.000
H (6.873, -1.284, 0.357)  0.002
H (0.339, 5.463, -6.670)  0.000
H (5.221, 1.489, -2.423)  0.007
H (6.318, -5.295, -0.243)  0.002
H (-1.159, -1.179, 4.276)  0.000
H (-9.074, 1.284, 1.898)  0.000
H (-1.053, -1.338, 6.737)  0.000
H (4.122, 2.726, -5.410)  0.000
H (-6.587, 2.883, 7.294)  0.000
H (-0.715, -5.111, -2.399)  -0.001
H (5.604, -2.170, -5.646)  0.004
H (4.200, 3.549, -3.827)  0.000
H (-3.468, 0.290, 4.603)  0.000
H (-3.172, -4.932, 0.695)  0.000
H (3.074, -3.982, -5.388)  0.000
H (6.019, -1.086, -4.310)  0.003
H (6.191, -2.832, -4.110)  -0.005
H (3.806, -6.033, -1.570)  0.003
H (-0.423, 6.228, -3.141)  0.000
H (7.274, 0.424, 0.127)  0.003
H (-4.532, -0.611, 6.657)  0.000
H (0.869, -1.864, 2.861)  0.001
H (2.368, -5.019, -1.636)  -0.004
H (-0.443, 3.023, 4.497)  0.000
H (6.770, -3.599, -0.497)  -0.008
H (4.597, 1.053, 1.725)  -0.002
H (5.249, 2.386, -0.900)  0.000
H (3.284, 2.058, -3.982)  -0.002
H (-0.654, 0.700, 8.088)  0.000
H (-3.283, 2.733, -1.233)  0.000
H (-3.639, -1.213, -1.375)  0.000
H (0.133, 5.303, 0.198)  0.000
H (-3.525, -3.683, -1.409)  0.000
H (3.250, 0.116, -4.796)  0.001
H (-5.615, 3.932, 5.290)  0.000
H (3.729, -4.643, -3.883)  0.001
H (7.192, -0.666, -1.267)  0.000
H (-4.822, 1.624, -3.112)  0.000
H (-5.215, -0.292, 2.864)  0.000
H (-0.287, -5.407, 1.867)  0.001
H (4.987, -3.161, 1.840)  0.004
H (-5.722, 2.091, -0.641)  0.000
H (3.239, -2.991, 1.642)  0.000
H (3.332, 3.248, 2.153)  0.000
H (2.648, -1.156, -5.861)  -0.002
H (2.093, -3.950, -3.924)  -0.001
H (1.780, -0.779, -4.368)  0.001
H (6.194, -4.574, -1.853)  -0.003
H (2.738, 4.111, -6.955)  0.000
H (-2.964, -1.217, 2.837)  0.001
H (-1.229, 6.165, -4.988)  0.000

Properties
LUMO energy (spin up / spin down) = 0.1190 / 0.1138 Eh
energy above the lowest of the compared OMol25 structures with the same formula, charge and spin = 13.5 kJ/mol
net charge = -2
molecular weight = 1421.44 g/mol
frontier orbital gap (spin up / spin down) = 5.825 / 5.683 eV
maximum force = 1.087 eV Å⁻¹
spin multiplicity = 2

---

Entry 2:
Here is C53H69N7O5PW as an isolated structure at a distorted geometry from the OMol25 dataset. Energies are from ωB97M-V/def2-TZVPD.

Each line ends with the Löwdin charge.
Geometry (Å):
W (0.343, -1.360, -0.621)  1.794
P (2.175, -1.588, 1.376)  1.069
O (-6.950, -0.368, -0.630)  0.152
O (1.979, -1.568, -2.924)  -0.138
O (-7.621, -2.184, -1.688)  0.175
O (-0.510, -1.549, 1.099)  -0.290
O (-0.280, -0.644, -2.198)  -0.231
N (4.726, -1.569, 2.503)  -0.142
N (1.408, -3.234, -0.989)  -0.076
N (3.341, -3.414, 3.129)  -0.135
N (-1.160, -2.826, -1.068)  -0.015
N (2.317, 0.270, -1.036)  0.038
N (-0.184, 0.548, -0.107)  -0.049
N (2.940, -1.243, 4.039)  -0.134
C (3.323, -4.631, -1.476)  0.016
C (-5.241, -1.829, -1.311)  -0.076
C (-0.551, 1.326, -3.625)  -0.067
C (-0.552, 0.779, 1.208)  -0.183
C (-1.229, 3.248, 4.003)  -0.549
C (-2.519, -2.523, -1.219)  -0.256
C (-4.284, -0.907, -0.878)  0.027
C (4.045, -1.194, 1.310)  -0.282
C (3.287, 2.316, -0.195)  -0.016
C (1.170, -5.654, -1.329)  0.050
C (0.161, 3.907, 3.959)  -0.032
C (-2.893, -1.506, 4.956)  -0.036
C (2.405, -3.358, 2.053)  -0.271
C (-1.637, 0.741, 3.732)  0.084
C (-0.345, 0.686, -2.398)  -0.210
C (-0.766, -4.107, -1.114)  0.026
C (-1.182, 1.959, 3.210)  -0.121
C (4.681, -3.000, 2.757)  -0.147
C (-0.169, -0.662, -5.195)  -0.028
C (3.017, 0.462, -2.165)  -0.214
C (-2.447, 0.020, -4.432)  -0.013
C (2.915, -2.671, 4.300)  -0.145
C (0.489, 5.628, -1.270)  -0.047
C (-3.392, -1.987, 2.571)  -0.014
C (2.746, -3.426, -1.186)  -0.142
C (4.017, 2.490, -1.367)  -0.004
C (3.879, 1.543, -2.359)  0.023
C (4.283, -0.834, 3.673)  -0.145
C (-0.704, 1.972, 1.906)  0.057
C (-1.191, 1.415, -6.084)  -0.035
C (-1.545, -0.477, 3.069)  -0.090
C (-2.260, -1.722, 3.580)  -0.522
C (-0.092, 3.459, -2.474)  -0.122
C (2.482, 1.207, -0.072)  -0.182
C (-2.949, -1.240, -0.835)  -0.024
C (0.252, 4.933, -2.615)  -0.545
C (1.555, 5.005, -3.436)  -0.020
C (-6.688, -1.396, -1.192)  -0.477
C (2.839, -0.501, -3.300)  -0.143
C (-3.475, -3.412, -1.732)  0.016
C (-0.206, 1.429, -1.182)  -0.176
C (-1.330, -2.941, 3.641)  -0.028
C (-0.863, 5.692, -3.348)  -0.022
C (-0.395, 2.708, -3.623)  0.077
C (-2.261, 4.191, 3.360)  -0.019
C (-1.601, 3.046, 5.471)  -0.043
C (2.517, -5.789, -1.517)  0.028
C (-0.069, 2.815, -1.245)  0.061
C (1.942, -0.824, 3.112)  -0.261
C (0.610, -4.367, -1.124)  -0.202
C (-0.875, -0.472, 1.836)  -0.248
C (-4.814, -3.072, -1.766)  0.020
C (-1.055, 0.541, -4.835)  -0.517
H (-2.226, -0.508, -0.470)  0.096
H (-1.906, -3.818, 3.923)  0.101
H (-0.468, 2.907, 1.434)  0.100
H (2.419, 0.064, -4.144)  0.130
H (-0.388, 5.558, -0.630)  0.090
H (0.927, 3.194, 4.255)  0.088
H (-1.881, 2.238, -5.919)  0.095
H (-2.093, 0.756, 4.705)  0.102
H (1.916, 1.065, 0.844)  0.085
H (-0.884, 2.403, 5.974)  0.097
H (3.343, 3.045, 0.599)  0.128
H (-0.873, -3.135, 2.669)  0.057
H (-2.989, -2.291, 1.605)  0.064
H (0.960, -1.130, 3.488)  0.084
H (1.760, -2.048, -3.738)  0.117
H (-2.599, 2.637, 5.591)  0.090
H (4.505, -1.719, 0.469)  0.089
H (0.515, -6.512, -1.356)  0.139
H (0.816, -0.336, -5.524)  0.086
H (0.192, 4.738, 4.657)  0.097
H (4.416, 1.638, -3.290)  0.139
H (-0.553, -2.797, 4.392)  0.082
H (3.591, -2.892, 5.128)  0.148
H (-4.626, 0.069, -0.564)  0.137
H (-0.226, 1.801, -6.404)  0.098
H (4.173, -0.119, 1.152)  0.085
H (-1.480, -4.917, -1.183)  0.150
H (-0.570, 6.733, -3.459)  0.099
H (-1.592, 0.812, -6.894)  0.100
H (-4.035, -2.778, 2.949)  0.101
H (3.818, -0.895, -3.608)  0.150
H (4.959, -1.046, 4.503)  0.147
H (-1.054, 5.301, -4.341)  0.081
H (5.364, -3.231, 3.576)  0.147
H (2.964, -6.749, -1.711)  0.139
H (1.959, 0.271, 3.042)  0.103
H (5.000, -3.537, 1.861)  0.136
H (-1.592, 4.012, 5.970)  0.099
H (-2.384, -0.618, -3.549)  0.065
H (1.905, -2.976, 4.576)  0.130
H (-0.497, 3.236, -4.555)  0.111
H (0.677, 6.683, -1.446)  0.099
H (4.678, 3.333, -1.492)  0.133
H (-3.618, -0.694, 4.932)  0.097
H (1.359, 5.222, -0.755)  0.080
H (4.381, -4.699, -1.667)  0.135
H (-3.428, -2.407, 5.247)  0.100
H (-4.001, -1.093, 2.434)  0.105
H (-2.274, 5.129, 3.907)  0.099
H (0.400, 4.294, 2.974)  0.074
H (-5.506, -3.810, -2.144)  0.126
H (-0.625, -1.197, -6.025)  0.102
H (2.331, 4.398, -2.968)  0.071
H (-3.114, 0.852, -4.218)  0.105
H (-0.089, -1.357, -4.358)  0.060
H (-3.186, -4.372, -2.124)  0.115
H (4.300, 0.238, 3.467)  0.140
H (-3.258, 3.759, 3.402)  0.097
H (-2.876, -0.560, -5.245)  0.100
H (-1.786, 5.652, -2.777)  0.098
H (-2.024, 4.406, 2.321)  0.077
H (3.353, -2.527, -1.123)  0.101
H (2.760, -4.015, 1.251)  0.080
H (1.430, -3.725, 2.401)  0.097
H (-2.142, -1.302, 5.716)  0.100
H (-7.316, -2.982, -2.140)  0.116
H (1.906, 6.032, -3.480)  0.099
H (0.102, 3.380, -0.348)  0.091
H (1.412, 4.654, -4.454)  0.088

Properties
LUMO energy (spin up / spin down) = -0.3833 / -0.3864 Eh
energy above the lowest of the compared OMol25 structures with the same formula, charge and spin = 174.1 kJ/mol
net charge = +3
molecular weight = 1098.99 g/mol
frontier orbital gap (spin up / spin down) = 4.884 / 4.785 eV
maximum force = 3.579 eV Å⁻¹

---

Question: net charge of number 1 (C53H68BCsGeN7O4P2S2Si3Te)?
Answer: -2

---

Question: What is the formula in the first record?
Answer: C53H68BCsGeN7O4P2S2Si3Te